(1)
{"formula": "C5H9NO3", "method": "ωB97M-V with the def2-TZVPD basis set", "smiles": "[H]/N=C(/C[C@H](C)O)C(=O)O", "lumo_energy_ev": 0.5, "orbital_gap_ev": 9.82, "elements": ["C", "C", "C", "C", "C", "O", "O", "N", "O", "H", "H", "H", "H", "H", "H", "H", "H", "H"], "coordinates": [[0.5607, -0.8943, -0.3758], [-1.0086, -0.9943, 0.2439], [1.7460, -0.7663, 0.5545], [-0.3103, 1.3537, 0.0272], [-1.4658, 0.3827, -0.1128], [-0.0532, 1.6566, 1.3267], [0.7407, -0.6733, -1.7187], [-2.5577, 0.5958, -0.6991], [0.1090, 2.0352, -0.8989], [0.5199, 2.4375, 1.3579], [0.6163, 0.2843, -1.8772], [0.2001, -1.9980, -0.2909], [-2.6813, 1.5699, -0.9728], [-1.6754, -1.7305, -0.2078], [-0.8872, -1.0981, 1.3213], [2.5747, -1.3879, 0.2093], [1.4847, -1.0377, 1.5752], [2.0871, 0.2648, 0.5380]]}


(2)
{"formula": "C5H9NO3", "method": "ωB97M-V with the def2-TZVPD basis set", "smiles": "CC(=O)C(=O)O.[H]/N=C\\C", "lumo_energy_ev": 0.2, "orbital_gap_ev": 9.41, "elements": ["C", "C", "C", "O", "N", "O", "H", "H", "H", "H", "H", "C", "C", "O", "H", "H", "H", "H"], "coordinates": [[1.8489, -1.2548, -0.0844], [-0.2174, 1.0962, -0.8370], [1.0086, -0.4366, 0.8426], [0.4447, 0.7529, -1.9610], [1.3367, 0.2796, 1.8291], [-0.3631, 2.2448, -0.4970], [0.8006, 1.5814, -2.3357], [2.3454, 0.3878, 1.9447], [1.2172, -1.8042, -0.7828], [2.5001, -0.5934, -0.6584], [2.4632, -1.9502, 0.4915], [-2.4184, 0.3809, 0.4999], [-1.3037, -0.2698, -0.2686], [-1.3911, -1.2015, -1.0368], [-0.1771, -0.7852, 0.7924], [-2.0754, 1.2584, 1.0456], [-2.8112, -0.3454, 1.2155], [-3.2079, 0.6591, -0.1997]]}


The structure with the least stability is (2).


(1)
{"formula": "C5H9NO3", "method": "ωB97M-V with the def2-TZVPD basis set", "smiles": "[H]/N=C\\[C@@](C)(O)C=O.C=O", "lumo_energy_ev": 0.1, "orbital_gap_ev": 9.75, "elements": ["C", "C", "O", "O", "H", "H", "H", "H", "C", "C", "C", "N", "O", "H", "H", "H", "H", "H"], "coordinates": [[2.5444, -1.1696, -0.3950], [0.5501, 0.3101, 0.9877], [2.1077, -0.5158, -1.3081], [0.6329, -0.4550, 1.9093], [0.5467, 0.5193, -1.6030], [2.1102, -2.1362, -0.0971], [3.4296, -0.8492, 0.1777], [1.2023, 1.2006, 0.8860], [-1.1793, -1.0717, -0.2887], [-0.6207, 0.3315, -0.0564], [-1.6499, 1.2096, 0.6557], [-1.9232, 2.3912, 0.3657], [-0.2317, 0.9828, -1.2268], [-1.4223, 2.7448, -0.4499], [-2.1587, 0.7364, 1.4886], [-2.1325, -1.0090, -0.8069], [-1.3175, -1.5753, 0.6654], [-0.4882, -1.6445, -0.9042]]}


(2)
{"formula": "C5H9NO3", "method": "ωB97M-V with the def2-TZVPD basis set", "lumo_energy_ev": 0.0, "orbital_gap_ev": 8.42, "elements": ["C", "C", "O", "O", "O", "H", "H", "H", "H", "C", "C", "C", "N", "H", "H", "H", "H", "H"], "coordinates": [[1.4958, -0.9828, -1.0938], [0.3683, -1.0303, -0.0776], [-1.0013, -0.6744, -1.0283], [2.3964, -2.0711, -1.0952], [0.2388, -1.7708, 0.8596], [-1.6240, -1.0122, -1.6859], [2.1965, -2.7705, -0.4641], [1.1466, -0.8706, -2.1222], [2.0953, -0.0835, -0.9215], [-1.0839, 1.1795, -0.1222], [0.5894, 1.1058, 1.6337], [-2.1920, 1.3549, 0.6380], [0.1485, 0.7164, 0.5169], [-0.8885, 1.7918, -0.9948], [1.4839, 0.6324, 2.0207], [0.0268, 1.8422, 2.2123], [-2.3938, 0.6846, 1.4607], [-3.0028, 1.9586, 0.2636]]}


(3)
{"formula": "C5H9NO3", "method": "ωB97M-V with the def2-TZVPD basis set", "lumo_energy_ev": [-0.7, -0.5], "orbital_gap_ev": [9.12, 9.60], "elements": ["C", "C", "C", "C", "C", "N", "O", "O", "O", "H", "H", "H", "H", "H", "H", "H", "H", "H"], "coordinates": [[-0.6563, -0.7961, -0.0956], [-0.9232, 0.7017, 0.3352], [0.7058, -1.2857, 0.2366], [0.1889, 1.6310, -0.1203], [1.7063, -0.2151, -0.4111], [3.0722, -0.6268, -0.0775], [3.8510, 0.3438, 0.0704], [5.1343, 0.1983, 0.1298], [1.5331, 1.0682, 0.1028], [-1.6059, -1.4392, 0.3940], [-0.9067, -0.9767, -1.1578], [-1.8046, 0.9354, -0.1268], [-1.0475, 0.9453, 1.3814], [0.8261, -1.2590, 1.3596], [0.8474, -2.3035, -0.1485], [0.1754, 1.8078, -1.1886], [0.1189, 2.4445, 0.4976], [1.6019, -0.3404, -1.4572]]}


The structure with the least stability is (3).


(1)
{"formula": "C4H15NO2S", "method": "ωB97M-V with the def2-TZVPD basis set", "smiles": "CCNCCS.O.O", "lumo_energy_ev": 0.5, "orbital_gap_ev": 9.70, "elements": ["C", "N", "C", "C", "S", "C", "H", "H", "H", "H", "H", "H", "H", "H", "H", "H", "H", "H", "H", "O", "H", "H", "O"], "coordinates": [[1.1794, 1.4357, -0.7098], [0.4056, 0.1671, -0.8837], [0.7797, -0.8344, 0.2462], [0.6158, -2.2132, -0.4226], [0.6333, -3.6916, 0.5559], [0.2380, 2.4424, 0.1209], [1.3957, 1.6803, -1.6493], [2.2049, 1.3331, -0.1280], [0.4372, -0.3949, -1.8150], [1.7708, -0.7345, 0.7068], [-0.1109, -0.5877, 1.0315], [1.4328, -2.3035, -1.1585], [-0.3175, -2.3871, -0.9546], [-0.1254, -3.1255, 1.5379], [-0.7700, 2.7406, -0.3271], [0.8440, 3.3596, 0.3182], [-0.1219, 2.0650, 1.1046], [-3.1927, -0.7195, -2.0255], [-2.2091, 0.3087, -1.7565], [-2.9086, 0.1045, -2.4105], [-1.2777, 0.8047, 3.3810], [-0.4549, 0.1874, 2.1445], [-0.4486, 0.3627, 3.0938]]}


(2)
{"formula": "C4H15NO2S", "method": "ωB97M-V with the def2-TZVPD basis set", "smiles": "CCNCCS.O.O", "lumo_energy_ev": 0.5, "orbital_gap_ev": 9.77, "elements": ["C", "N", "C", "C", "S", "C", "H", "H", "H", "H", "H", "H", "H", "H", "H", "H", "H", "H", "H", "O", "H", "H", "O"], "coordinates": [[1.1286, 1.4425, -0.6993], [0.3973, 0.1751, -0.8444], [0.7123, -0.8293, 0.2037], [0.5788, -2.1929, -0.4372], [0.7122, -3.6236, 0.6759], [0.3131, 2.4575, 0.0680], [1.3597, 1.7727, -1.7148], [2.0754, 1.3078, -0.1768], [0.4701, -0.2821, -1.7416], [1.6944, -0.7050, 0.6586], [-0.0911, -0.6856, 0.9211], [1.3694, -2.2959, -1.1829], [-0.3754, -2.3261, -0.9462], [-0.0314, -3.0870, 1.6562], [-0.6131, 2.7436, -0.4266], [0.9144, 3.3496, 0.2487], [-0.0080, 2.0786, 1.0394], [-3.1662, -0.7289, -2.0213], [-2.1496, 0.3100, -1.6955], [-2.8429, 0.1206, -2.3441], [-1.3820, 0.6421, 3.4027], [-0.5276, 0.1024, 2.2037], [-0.5385, 0.2541, 3.1526]]}


(3)
{"formula": "C4H15NO2S", "method": "ωB97M-V with the def2-TZVPD basis set", "smiles": "CSCCCN.O.O", "lumo_energy_ev": 0.5, "orbital_gap_ev": 9.01, "elements": ["C", "C", "C", "S", "C", "N", "H", "H", "H", "H", "H", "H", "H", "H", "H", "H", "H", "H", "H", "O", "H", "H", "O"], "coordinates": [[1.5247, -0.5751, -0.4491], [0.2198, -1.3011, -0.2303], [-0.7653, -1.2104, -1.4104], [-2.0074, 0.1330, -1.3922], [-1.2479, 1.6278, -0.7731], [2.4565, -1.2379, -1.3556], [1.4048, 0.4403, -0.8191], [2.0739, -0.3928, 0.4768], [0.4631, -2.3510, -0.1002], [-0.3618, -1.0370, 0.6640], [-0.2052, -1.2155, -2.3445], [-1.4237, -2.0654, -1.4862], [-1.4067, 1.8335, 0.2837], [-1.6109, 2.4963, -1.3298], [-0.1769, 1.7113, -0.9752], [2.5781, -2.1978, -1.0936], [2.1848, -1.1720, -2.3250], [-2.3856, 0.3491, 2.1664], [-1.5605, -0.6681, 2.9590], [-1.5071, 0.1897, 2.5264], [0.1929, 1.5493, 2.3811], [1.2170, 2.5927, 2.1208], [0.3432, 2.5011, 2.5063]]}


The structure with the least stability is (1).


(1)
{"formula": "CH3NOP2S", "method": "ωB97M-V with the def2-TZVPD basis set", "smiles": "PO[PH]#CN=S", "lumo_energy_ev": -0.4, "orbital_gap_ev": 7.94, "elements": ["C", "N", "O", "P", "P", "S", "H", "H", "H"], "coordinates": [[1.4232, -0.4314, -1.0096], [1.4713, -0.3031, -2.1866], [-0.4114, -0.0795, 0.8787], [1.2179, 0.1174, 0.6770], [-1.6546, 1.1624, 1.1895], [1.4837, -0.5439, -3.6478], [-2.5784, 0.4599, 0.3534], [1.3347, -1.0511, 1.2489], [-2.2863, 0.6694, 2.4966]]}


(2)
{"formula": "CH3NOP2S", "method": "ωB97M-V with the def2-TZVPD basis set", "smiles": "C1N=POPS1", "lumo_energy_ev": -0.2, "orbital_gap_ev": 9.21, "elements": ["C", "N", "O", "P", "P", "S", "H", "H", "H"], "coordinates": [[0.9789, 0.4313, -0.3657], [0.0442, 1.4202, -0.5347], [-1.8352, -0.0035, 0.2347], [-1.4324, 1.5173, -0.1981], [-1.0000, -1.7324, 0.4118], [0.5326, -1.3433, -0.9420], [1.9228, 0.5483, -0.7959], [1.2260, 0.2434, 0.6289], [-0.4368, -1.0814, 1.5611]]}


(3)
{"formula": "CH3NOP2S", "method": "ωB97M-V with the def2-TZVPD basis set", "smiles": "PO/P=N/C=S", "lumo_energy_ev": -0.8, "orbital_gap_ev": 7.95, "elements": ["C", "N", "O", "P", "P", "S", "H", "H", "H"], "coordinates": [[-2.5701, -0.0360, 0.7405], [-1.7079, -1.0780, 0.5741], [0.6578, -1.5432, -0.3568], [-0.8865, -2.1714, -0.1670], [1.1788, 0.0593, -0.0756], [-3.3874, 0.7167, -0.4490], [-2.5999, 0.1260, 1.8476], [0.3944, 0.6546, -1.0942], [2.0560, 0.0128, -1.0966]]}


(4)
{"formula": "CH3NOP2S", "method": "ωB97M-V with the def2-TZVPD basis set", "smiles": "C=NP=O.P=S", "lumo_energy_ev": -1.5, "orbital_gap_ev": 7.38, "elements": ["C", "N", "O", "P", "P", "S", "H", "H", "H"], "coordinates": [[-0.9046, -0.5122, 0.0972], [-0.7603, 0.2888, -0.8541], [0.3838, 1.9541, -2.2975], [-0.9723, 1.4646, -2.0057], [1.9921, 1.2505, 1.3272], [3.6648, 1.6970, 2.1673], [-0.9090, -0.0277, 1.1185], [-1.0617, -1.6852, -0.1808], [2.5254, 0.8364, 0.1014]]}


The structure with the least stability is (1).